Model i:
Entry from the Open Molecules 2025 dataset: an isolated molecule of C3H8N4O (ωB97M-V/def2-TZVPD).

## Properties
SMILES string = N/N=C\[C@@H](O)/C=N/N
Frontier orbital gap = 9.34 eV
Molar mass = 116.12 g mol⁻¹

Each line ends with the natural charge from an NBO analysis.
CARTESIAN COORDINATES (ANGSTROEM)
N  0.1005  -0.5163  1.7990  -0.67
N  -0.5754  0.7002  2.0052  -0.26
C  -0.8063  1.3454  0.9112  0.04
C  -0.0422  1.2052  -0.3301  -0.02
O  1.2643  1.3733  0.2818  -0.76
C  0.0037  0.1121  -1.3728  -0.02
N  -0.5175  -1.0182  -0.9450  -0.22
N  -0.0975  -1.9737  -1.7124  -0.63
H  -0.1916  -0.9606  1.0082  0.35
H  -0.3479  -1.3320  2.5095  0.35
H  -1.3029  2.3732  1.0754  0.20
H  -0.1738  2.2389  -0.9405  0.18
H  1.3708  1.2112  1.3757  0.52
H  0.8186  -0.0467  -2.1939  0.17
H  1.0492  -1.8952  -2.0813  0.36
H  -0.5519  -2.8169  -1.3899  0.38


Model ii:
Entry from the Open Molecules 2025 dataset: an isolated molecule of C3H8N4O (ωB97M-V/def2-TZVPD).

## Properties
SMILES string = C/N=C(/NN)C(N)=O
Frontier orbital gap = 10.00 eV
Molar mass = 116.12 g mol⁻¹

Each line ends with the natural charge from an NBO analysis.
CARTESIAN COORDINATES (ANGSTROEM)
C  -2.4271  -0.5471  -0.4454  -0.44
N  -1.4852  0.3075  0.2338  -0.40
C  -0.2542  0.3815  -0.0505  0.33
N  0.4875  1.3245  0.7222  -0.48
N  1.4528  0.7940  1.5803  -0.68
C  0.5416  -0.5185  -0.9675  0.59
N  1.8682  -0.7143  -0.9025  -0.82
O  -0.0181  -0.9504  -1.9420  -0.59
H  -3.3347  -0.5326  0.1130  0.19
H  -2.6955  -0.1700  -1.4571  0.21
H  -2.0120  -1.5452  -0.5807  0.20
H  -0.0621  2.0568  1.1765  0.37
H  2.1890  1.4780  1.5756  0.35
H  1.1248  0.7078  2.5764  0.34
H  2.3383  -1.2948  -1.6612  0.41
H  2.2868  -0.7771  0.0290  0.41


Which one is the most stable? From the structures above, model ii.